Record 1
Formula: C23H54N8O31
Source: the Open Molecules 2025 dataset
Level of theory: ωB97M-V/def2-TZVPD

F_max ... 5.66 eV Å⁻¹
E ... -3678.0038 Ha
Net charge ... +1
Multiplicity ... 2

CARTESIAN COORDINATES (ANGSTROEM)
C (-3.04187, 0.77818, 0.76692)
O (-2.36790, 0.16874, -0.37437)
C (-1.02804, 0.20906, -0.30102)
O (-0.31400, 0.48001, 0.68025)
O (-0.59997, -0.30961, -1.45846)
C (0.83966, -0.38805, -1.83297)
H (-4.04613, 1.00530, 0.40917)
H (-2.51971, 1.65049, 1.16001)
H (-3.05543, 0.01295, 1.54303)
H (0.64262, -0.19292, -2.88709)
H (1.17568, -1.42483, -1.84966)
H (1.54017, 0.30636, -1.36910)
C (-0.42504, -4.53548, -0.88872)
O (-0.27522, -4.07413, 0.45625)
C (-1.41829, -3.71669, 1.12980)
O (-2.55114, -3.81865, 0.70804)
O (-1.18439, -3.24537, 2.40695)
C (-2.20423, -3.19457, 3.37843)
H (0.54994, -4.67316, -1.35620)
H (-1.13227, -3.93781, -1.46380)
H (-0.83079, -5.54614, -0.84349)
H (-2.68927, -4.12792, 3.66426)
H (-2.97368, -2.48265, 3.07974)
H (-1.67511, -2.78968, 4.24111)
C (3.26258, -2.70247, 0.73679)
O (4.65025, -2.47383, 0.28519)
C (5.07846, -3.18630, -0.72950)
O (4.55314, -4.13643, -1.34133)
O (6.32050, -2.70352, -1.01026)
C (7.17147, -3.30490, -2.00715)
H (3.17731, -3.75992, 0.98706)
H (2.48203, -2.34434, 0.06553)
H (3.09680, -2.19670, 1.68800)
H (6.72316, -3.94440, -2.76752)
H (8.12471, -3.65206, -1.60853)
H (7.56065, -2.52577, -2.66258)
C (-0.26873, 2.17308, 3.68205)
O (-0.62491, 2.88382, 4.85254)
C (-0.05154, 2.54331, 6.05735)
O (0.83000, 1.65332, 6.23734)
O (-0.67842, 3.13128, 7.09557)
C (-0.24315, 3.06399, 8.42422)
H (-0.74326, 1.20356, 3.53047)
H (0.79321, 2.00261, 3.50504)
H (-0.59735, 2.75339, 2.81987)
H (-0.55707, 3.89747, 9.05259)
H (0.82499, 3.27845, 8.45883)
H (-0.58316, 2.09196, 8.78148)
C (-3.14937, -0.18419, 5.35718)
O (-1.99751, -0.80814, 5.86811)
C (-1.69097, -0.71166, 7.18625)
O (-2.41835, -0.21252, 8.00708)
O (-0.48796, -1.34135, 7.44318)
C (0.02422, -1.36226, 8.73058)
H (-3.32187, -0.61268, 4.36989)
H (-2.97756, 0.88477, 5.23113)
H (-3.99922, -0.27260, 6.03397)
H (-0.73268, -1.30828, 9.51306)
H (0.64400, -0.52407, 9.04902)
H (0.54936, -2.28095, 8.99200)
C (3.89092, -2.94843, -4.31830)
N (4.27755, -1.62263, -4.15007)
O (3.38649, -0.81286, -3.90576)
O (5.41727, -1.31922, -4.22676)
H (4.71039, -3.55001, -4.71156)
H (3.06634, -2.99382, -5.02972)
H (3.52948, -3.37263, -3.38154)
C (5.90189, 1.69475, -1.00641)
N (4.43355, 1.40294, -0.91320)
O (4.10420, 0.27682, -1.12638)
O (3.64483, 2.39782, -0.92034)
H (6.14974, 2.60686, -0.46352)
H (6.13986, 1.71099, -2.06999)
H (6.37678, 0.82995, -0.54307)
C (-4.66360, 4.07667, 1.05044)
N (-3.39804, 4.70650, 1.25551)
O (-2.62783, 4.23731, 2.02793)
O (-3.20518, 5.79954, 0.74398)
H (-5.11967, 3.75005, 1.98501)
H (-4.54055, 3.27797, 0.31898)
H (-5.26581, 4.88172, 0.62933)
C (0.61492, 3.43085, -0.49748)
N (0.80447, 4.96208, -0.56933)
O (-0.07737, 5.58556, -1.05474)
O (1.87307, 5.29487, -0.14297)
H (0.97620, 3.04534, 0.45592)
H (1.08822, 3.01168, -1.38539)
H (-0.45871, 3.24415, -0.52110)
C (-0.17289, -3.23864, -6.08252)
N (-0.23564, -3.36516, -4.59404)
O (-0.49952, -2.39852, -3.92181)
O (-0.17024, -4.52665, -4.09117)
H (-1.07583, -2.63985, -6.20189)
H (-0.29173, -4.27891, -6.38553)
H (0.74045, -2.80625, -6.49112)
C (-2.47608, 0.39877, -4.13299)
N (-3.41501, -0.85444, -4.03879)
O (-3.27250, -1.78889, -4.87309)
O (-4.29194, -0.80408, -3.15621)
H (-2.69824, 1.16306, -3.38828)
H (-2.48797, 0.78499, -5.15221)
H (-1.49233, -0.01047, -3.90304)
C (1.91667, 1.60399, -5.65877)
N (1.08363, 0.76223, -6.53796)
O (0.95276, 1.16608, -7.69070)
O (0.67557, -0.26695, -6.00906)
H (2.99055, 1.48158, -5.79981)
H (1.57482, 1.39789, -4.64448)
H (1.64346, 2.64702, -5.81867)
C (-6.49372, 2.78063, -2.49424)
N (-5.04713, 3.22912, -2.58612)
O (-4.29482, 2.39257, -2.09662)
O (-4.80011, 4.23382, -3.23758)
H (-6.93482, 3.33685, -3.32138)
H (-7.00678, 3.13267, -1.59930)
H (-6.60936, 1.69758, -2.53565)

Record 2
Formula: C28H21N2O
Source: the Open Molecules 2025 dataset
Level of theory: ωB97M-V/def2-TZVPD

F_max ... 3.13 eV Å⁻¹
E ... -1264.3271 Ha
Net charge ... -1
Multiplicity ... 1
Structure (SMILES) ... [O-]c1c(-c2ccccc2)cc([C@H](c2ccccc2)n2ccnc2)cc1-c1ccccc1

CARTESIAN COORDINATES (ANGSTROEM)
O (2.23821, 2.52167, 0.40459)
C (1.47036, 1.58315, 0.23639)
C (1.98339, 0.19467, -0.03093)
C (3.40506, -0.01257, -0.22303)
C (3.85150, -1.11748, -0.98671)
C (5.20148, -1.36598, -1.16378)
C (6.14976, -0.59630, -0.49359)
C (5.72807, 0.51270, 0.25990)
C (4.37486, 0.84760, 0.33290)
C (1.14323, -0.87224, -0.30309)
C (-0.24946, -0.66752, -0.19993)
C (-1.10336, -1.82685, -0.25106)
C (-2.55381, -1.64051, -0.32077)
C (-3.22004, -0.71544, -1.18179)
C (-4.60208, -0.62530, -1.13941)
C (-5.31753, -1.39229, -0.21828)
C (-4.66267, -2.22059, 0.70954)
C (-3.28010, -2.44441, 0.57063)
N (-0.70189, -2.95521, 1.07719)
C (-0.76413, -4.37046, 1.03003)
C (0.04046, -4.88054, 2.03196)
N (0.72549, -3.81007, 2.56031)
C (0.29211, -2.72510, 1.99148)
C (-0.77589, 0.64291, -0.04531)
C (-0.00987, 1.77811, 0.05338)
C (-0.56250, 3.13627, -0.13054)
C (-1.72685, 3.41001, -0.92063)
C (-2.14679, 4.73594, -1.12710)
C (-1.54495, 5.81182, -0.47648)
C (-0.38383, 5.56318, 0.26823)
C (0.11657, 4.27026, 0.36278)
H (3.13389, -1.78287, -1.46943)
H (5.51172, -2.17292, -1.83096)
H (7.21284, -0.84249, -0.56913)
H (6.43793, 1.13927, 0.81032)
H (4.06283, 1.78346, 0.80742)
H (1.60205, -1.81571, -0.70746)
H (-0.71865, -2.73571, -0.75024)
H (-2.63654, -0.08686, -1.87799)
H (-5.11001, 0.01349, -1.86542)
H (-6.40763, -1.40695, -0.29540)
H (-5.23505, -2.73691, 1.47137)
H (-2.75928, -3.21494, 1.15555)
H (-1.25501, -4.93200, 0.24519)
H (0.15259, -5.93559, 2.36081)
H (0.62644, -1.73890, 2.17927)
H (-1.87171, 0.77353, -0.09341)
H (-2.22736, 2.59920, -1.45944)
H (-2.98357, 4.97123, -1.79756)
H (-1.94170, 6.83141, -0.53871)
H (0.15938, 6.36900, 0.77767)
H (1.13204, 4.15185, 0.77065)

Record 3
Formula: CHI2O3P
Source: the Open Molecules 2025 dataset
Level of theory: ωB97M-V/def2-TZVPD

F_max ... 7.91 eV Å⁻¹
E ... -1201.2292 Ha
Net charge ... -2
Multiplicity ... 1

CARTESIAN COORDINATES (ANGSTROEM)
C (2.50454, -0.46901, 1.19688)
O (-0.00711, -0.39419, 2.73332)
O (1.89088, 1.19939, 3.10743)
O (3.50275, -1.06592, 1.59372)
P (1.14430, 0.25274, 2.04303)
I (2.71195, 1.03923, -0.82266)
I (1.42661, -2.17309, -0.11030)
H (0.72108, 0.76581, 0.88950)

Record 4
Formula: C11H14N2O
Source: the Open Molecules 2025 dataset
Level of theory: ωB97M-V/def2-TZVPD

F_max ... 4.14 eV Å⁻¹
E ... -611.9668 Ha
Net charge ... +1
Multiplicity ... 2

CARTESIAN COORDINATES (ANGSTROEM)
C (1.95114, 1.19325, 1.80048)
C (1.18305, -0.03057, 1.38510)
C (1.67567, -0.64704, 0.19905)
C (0.23044, -0.63335, 2.23956)
C (1.30512, -1.97892, 0.11331)
C (-0.05260, -1.96230, 2.17325)
C (0.54968, -2.67090, 1.10741)
O (0.49016, -3.98161, 1.03879)
H (1.94053, 1.93358, 0.98924)
H (2.98933, 0.94834, 2.00797)
H (2.34906, -0.01490, -0.40728)
H (-0.26563, 0.02226, 2.95823)
H (1.64459, -2.72546, -0.59797)
H (-0.88202, -2.36891, 2.70753)
H (1.01384, -4.41176, 0.34778)
H (1.65684, 1.89054, 2.58257)
C (-1.91106, 2.45873, -0.29982)
C (-1.21454, 0.28012, -1.48175)
C (-1.57550, 1.57720, -1.42090)
C (-1.07386, 1.13635, -3.47291)
N (-0.90870, -0.02989, -2.81111)
N (-1.40670, 2.14674, -2.72432)
H (-1.46082, -0.51840, -0.80164)
H (-1.02791, -0.85866, -3.37710)
H (-1.98733, 1.73312, 0.59949)
H (-2.96115, 2.79813, -0.35311)
H (-0.86067, 1.35925, -4.50283)
H (-1.39095, 3.35506, 0.00099)

Record 5
Formula: C2HClNO2
Source: the Open Molecules 2025 dataset
Level of theory: ωB97M-V/def2-TZVPD

F_max ... 9.00 eV Å⁻¹
E ... -742.1656 Ha
Net charge ... -1
Multiplicity ... 3

CARTESIAN COORDINATES (ANGSTROEM)
C (0.06956, 1.26893, 1.32969)
C (0.45169, 0.18972, 0.30944)
N (-0.27960, 2.04977, 2.10365)
O (-0.50077, -0.02685, -0.58659)
O (1.59837, -0.26707, 0.49769)
Cl (-0.68986, -2.07605, -2.33592)
H (-0.64938, -1.13845, -1.31797)

Record 6
Formula: C4H8O4
Source: the Open Molecules 2025 dataset
Level of theory: ωB97M-V/def2-TZVPD

F_max ... 4.02 eV Å⁻¹
E ... -458.1559 Ha
Multiplicity ... 1
Structure (SMILES) ... CC(=O)O.CC(=O)O

CARTESIAN COORDINATES (ANGSTROEM)
C (1.80477, -2.94194, -0.00071)
C (0.89761, -1.74393, 0.12560)
O (1.04566, -0.67734, -0.52173)
O (-0.29106, -1.96961, 0.78465)
H (2.75761, -2.81638, -0.62066)
H (1.82361, -3.47726, 1.08694)
H (1.02731, -3.54150, -0.56855)
H (-0.89762, -1.08545, 0.71826)
C (-1.50954, 3.14911, 0.21152)
C (-0.82507, 1.72419, -0.05946)
O (-1.20001, 0.65639, 0.47029)
O (0.13380, 1.83618, -1.02729)
H (-2.47955, 2.88026, 0.53827)
H (-0.74670, 3.49277, 1.07040)
H (-1.67485, 3.73158, -0.79322)
H (0.47644, 0.92649, -0.74048)

Record 7
Formula: C8H10FNO3S
Source: the Open Molecules 2025 dataset
Level of theory: ωB97M-V/def2-TZVPD

F_max ... 2.83 eV Å⁻¹
E ... -1089.2028 Ha
Multiplicity ... 1
Structure (SMILES) ... CS(=O)(=O)N/C=C/C=C\C=C(\F)C=O

CARTESIAN COORDINATES (ANGSTROEM)
C (-2.48977, 1.55131, -0.23436)
S (-2.73790, -0.27379, 0.02054)
O (-2.72979, -0.54323, 1.43345)
O (-3.92424, -0.60708, -0.74106)
N (-1.38010, -1.02911, -0.65779)
C (-0.25388, -0.91420, 0.06991)
C (0.73396, -1.85347, -0.04189)
C (2.07092, -1.79981, 0.44210)
C (2.94284, -0.74567, 0.13821)
C (2.50583, 0.39952, -0.61213)
C (1.35970, 0.98955, -0.30283)
F (0.96964, 1.88363, -1.25952)
C (0.86984, 1.30074, 1.02756)
O (-0.00517, 2.10483, 1.27054)
H (-2.76315, 2.05150, 0.77273)
H (-1.50297, 1.97106, -0.54219)
H (-3.20789, 1.85735, -1.04553)
H (-1.22277, -1.31528, -1.59074)
H (-0.55972, -0.15120, 0.86797)
H (0.55555, -2.74714, -0.70282)
H (2.22218, -2.70365, 1.09334)
H (4.03637, -0.92994, 0.16051)
H (3.18301, 0.69746, -1.41331)
H (1.32752, 0.80661, 1.84732)